This record from the Open Molecules 2025 dataset describes a 9-piece molecular cluster, C27H43ClO29P overall. The level of theory is the ωB97M-V functional and the def2-TZVPD basis.

Geometry (Å):
Cl1 -24.6827 -22.2991 3.4127
O1 -25.2184 -22.6917 4.6865
O2 -23.3128 -21.9327 3.5656
O3 -24.6928 -23.3686 2.4351
O4 -25.3912 -21.2224 2.8078
C1 -27.3576 -21.5413 -0.2576
C2 -27.7954 -20.8884 -1.5371
O5 -27.5813 -21.8849 -2.4561
C3 -26.5906 -22.7105 -1.9769
O6 -26.0493 -23.5939 -2.6007
O7 -26.3202 -22.4398 -0.6753
H1 -28.2435 -22.0190 0.1609
H2 -26.9390 -20.8575 0.4808
H3 -27.1319 -20.0295 -1.6379
H4 -28.8504 -20.6567 -1.3909
C4 -28.0626 -18.6607 3.7786
C5 -26.6349 -18.1846 4.0022
O8 -26.4091 -18.2970 5.3819
C6 -27.3513 -19.0794 5.8878
O9 -27.3530 -19.6128 6.9873
O10 -28.2706 -19.4050 4.9633
H5 -27.8976 -19.3892 2.9847
H6 -28.7228 -17.8368 3.5078
H7 -26.4062 -17.1637 3.6960
H8 -25.9368 -18.7514 3.3862
C7 -23.9519 -18.0898 6.6426
C8 -23.8231 -19.3849 5.8096
O11 -22.5282 -19.7007 6.1748
C9 -21.8523 -18.6995 6.6523
O12 -20.6274 -18.7190 6.8941
O13 -22.5893 -17.6512 6.7820
H9 -24.3559 -18.1750 7.6514
H10 -24.4363 -17.2250 6.1891
H11 -23.9641 -19.2911 4.7328
H12 -24.2947 -20.2524 6.2713
C10 -23.9064 -19.1979 0.4004
C11 -23.2458 -20.5366 -0.0821
O14 -23.5933 -20.5547 -1.4259
C12 -24.4992 -19.5929 -1.7727
O15 -25.0565 -19.5048 -2.8509
O16 -24.7175 -18.8026 -0.7591
H13 -23.1980 -18.4328 0.7180
H14 -24.5095 -19.4309 1.2780
H15 -23.6740 -21.3583 0.4920
H16 -22.1691 -20.6447 0.0490
C13 -22.1293 -25.2934 0.2065
C14 -22.1713 -23.8194 -0.1182
O17 -23.0392 -23.6699 -1.2254
C15 -23.0859 -24.8634 -1.8690
O18 -23.4550 -25.0849 -3.0231
O19 -22.5822 -25.7949 -1.0034
H17 -22.7448 -25.4963 1.0829
H18 -21.1047 -25.6274 0.3700
H19 -21.2327 -23.3754 -0.4499
H20 -22.6853 -23.2835 0.6798
C16 -28.0928 -23.5060 2.6171
C17 -28.6021 -22.1936 3.1832
O20 -29.8910 -22.2871 2.7291
C18 -30.2923 -23.5101 2.3337
O21 -31.4489 -23.8253 1.9968
O22 -29.2612 -24.2805 2.3757
H21 -27.5610 -24.1614 3.3068
H22 -27.4107 -23.3961 1.7741
H23 -27.9953 -21.3237 2.9317
H24 -28.6234 -22.1754 4.2728
C19 -26.8190 -26.7360 0.8853
C20 -25.5685 -26.2823 0.1321
O23 -24.9777 -27.4268 -0.2422
C21 -25.6986 -28.4892 0.0597
O24 -25.4345 -29.6414 -0.1533
O25 -26.7730 -28.1116 0.8521
H25 -27.7065 -26.2275 0.5087
H26 -26.7028 -26.4072 1.9180
H27 -24.8793 -25.7609 0.7963
H28 -25.7743 -25.6370 -0.7220
C22 -20.2805 -22.0583 6.4808
C23 -21.5312 -22.7133 7.1424
O26 -21.2291 -24.0228 7.5601
P1 -22.0126 -24.7594 8.7131
O27 -22.5237 -23.8646 9.8153
O28 -23.2025 -25.4957 7.9004
C24 -24.4679 -25.5326 8.4170
C25 -25.4644 -25.5870 7.2772
O29 -21.0132 -25.9467 9.1126
C26 -19.8937 -25.6067 9.8899
C27 -18.7850 -24.9831 9.0311
H29 -19.6108 -21.7992 7.3008
H30 -19.8490 -22.8059 5.8152
H31 -20.5152 -21.1641 5.9034
H32 -21.7367 -21.9651 7.9080
H33 -22.4074 -22.6504 6.4970
H34 -24.5371 -26.3948 9.0803
H35 -24.7678 -24.7244 9.0840
H36 -26.4543 -25.3842 7.6858
H37 -25.3102 -24.7497 6.5965
H38 -25.4262 -26.6095 6.9015
H39 -20.2369 -25.0242 10.7449
H40 -19.4707 -26.5406 10.2601
H41 -19.1238 -24.1769 8.3806
H42 -17.9371 -24.7352 9.6697
H43 -18.4818 -25.8139 8.3940

Properties
Net charge   -1
DFT total energy   -4038.06331 Eh
Highest occupied orbital energy   -8.235 eV

These are the Löwdin partial charges, in e, on atoms 1 to 8: 0.61 -0.33 -0.35 -0.37 -0.38 -0.13 -0.17 0.09

***

This record from the Open Molecules 2025 dataset describes C44H50Cl2Ge2N4O5STi as an isolated structure. The level of theory is the ωB97M-V functional and the def2-TZVPD basis.

Geometry (Å):
Ti1 2.0594 -0.5015 -0.8152
O1 1.9015 -0.5673 -4.2928
Cl1 0.9881 0.0912 -3.3773
O2 -0.1934 0.7395 -3.9260
O3 0.4596 -1.0579 -2.2934
O4 1.7749 1.0578 -2.4851
C1 -1.8819 -4.1082 1.4216
C2 -1.4604 -4.4735 0.0662
C3 -2.3748 -5.1722 -0.7523
C4 -1.9871 -5.5178 -2.0251
C5 -0.6504 -5.2467 -2.4229
C6 -0.1403 -5.8362 -3.5722
C7 1.1642 -5.5717 -3.9772
C8 1.9436 -4.6519 -3.2438
C9 1.4649 -3.9818 -2.0859
S1 2.6088 -2.8723 -1.4324
C10 0.1734 -4.4038 -1.6115
N1 -0.2794 -4.1062 -0.3676
H1 -1.1887 -4.5177 2.1574
H2 -2.8850 -4.4890 1.6861
H3 -1.9282 -3.0356 1.6068
H4 -3.4058 -5.3568 -0.4354
H5 -2.6819 -5.9906 -2.7217
H6 -0.7767 -6.4926 -4.1842
H7 1.5958 -6.1078 -4.8267
H8 2.8981 -4.3705 -3.6253
C11 2.2601 1.1578 3.2418
N2 2.0060 2.4538 2.6198
C12 2.4026 3.5557 3.5031
C13 2.4443 4.8835 2.7636
C14 1.1880 4.9802 1.8716
N3 1.1172 3.7805 0.9958
C15 0.5861 4.0179 -0.3470
C16 1.5780 2.5139 1.3145
O5 1.6145 1.5503 0.5005
H9 3.2898 0.8224 2.9807
H10 1.5361 0.3896 2.8923
H11 2.1644 1.2401 4.3156
H12 3.3882 3.3306 3.9460
H13 1.6970 3.6014 4.3635
H14 3.3675 4.9850 2.1477
H15 2.3563 5.6980 3.5172
H16 1.2092 5.8620 1.2226
H17 0.2875 5.0539 2.5149
H18 1.3359 4.0175 -1.1175
H19 -0.1341 3.2486 -0.5928
H20 0.0678 4.9618 -0.3106
Cl2 5.9613 0.3017 1.6006
C17 5.3105 1.5694 0.6234
C18 5.6416 2.8585 1.0101
C19 5.4529 3.9344 0.1048
C20 4.6950 3.6861 -1.0199
C21 4.2035 2.4468 -1.2950
C22 4.5452 1.3111 -0.5374
C23 4.1372 -0.0352 -0.8512
H21 6.1243 2.9994 1.9449
H22 5.7654 4.9486 0.3395
H23 4.4572 4.4716 -1.7402
H24 3.5263 2.3457 -2.1397
H25 4.5299 -0.7513 -0.1422
H26 4.2815 -0.3358 -1.8968
N4 1.7566 -1.2379 0.7941
C24 1.8636 -2.0880 1.8081
C25 3.0262 -2.9078 1.8844
C26 3.3855 -3.4775 3.1117
C27 2.5523 -3.4263 4.2207
C28 1.3197 -2.8270 4.0922
C29 0.9792 -2.1519 2.9336
H27 3.6763 -3.0227 1.0275
H28 4.3187 -4.0626 3.1976
H29 2.7976 -3.9387 5.1664
H30 0.6663 -2.8333 4.9835
H31 0.0040 -1.6587 2.8332
C30 -1.5369 1.9320 2.8803
Ge1 -2.8683 0.9903 1.7332
C31 -4.4446 2.1290 1.5438
C32 -3.2901 -0.5815 2.8676
Ge2 -2.3011 0.4005 -0.7248
C33 -2.9415 1.8660 -1.9162
C34 -4.2087 2.0803 -2.3779
C35 -4.4912 3.1931 -3.2002
C36 -3.4448 4.0566 -3.5322
C37 -2.1685 3.8031 -3.0945
C38 -1.9077 2.6677 -2.3683
C39 -3.6035 -0.9587 -1.4550
C40 -4.7240 -1.6281 -0.9229
C41 -5.4855 -2.4637 -1.7185
C42 -5.1121 -2.6771 -3.0629
C43 -4.0500 -1.9952 -3.6142
C44 -3.3011 -1.1471 -2.7931
H32 -2.1285 2.4308 3.6719
H33 -0.9415 2.6712 2.2958
H34 -0.8282 1.2372 3.3144
H35 -5.0765 1.9423 2.4068
H36 -5.0118 1.8645 0.6150
H37 -4.2770 3.2126 1.4873
H38 -3.9188 -0.3175 3.7238
H39 -2.3868 -0.9777 3.3073
H40 -3.8112 -1.3852 2.3115
H41 -5.0134 1.3942 -2.1309
H42 -5.4995 3.3725 -3.5693
H43 -3.6251 4.8794 -4.2293
H44 -1.3459 4.4419 -3.4102
H45 -0.9072 2.4119 -2.0852
H46 -4.9898 -1.4673 0.0986
H47 -6.3425 -3.0058 -1.3233
H48 -5.7173 -3.3195 -3.7107
H49 -3.8393 -2.0256 -4.6555
H50 -2.3987 -0.7092 -3.2235

Properties
Energy relative to the best compared isomer or geometry (same formula, charge and spin)   47.22 kcal/mol
Net charge   -2
DFT total energy   -8623.51115 Eh
Highest occupied orbital energy   -0.303 eV

These are the Löwdin partial charges, in e, on atoms 1 to 8: 0.78 -0.31 0.83 -0.30 -0.49 -0.43 -0.04 -0.34

***

This record from the Open Molecules 2025 dataset describes a 2-piece molecular cluster, C2H10NO overall. The level of theory is the ωB97M-V functional and the def2-TZVPD basis.

Geometry (Å):
C1 0.3287 0.6633 1.4576
C2 -0.9794 0.3118 0.8863
N1 -0.9423 -0.4762 -0.4488
H1 0.2468 0.5410 2.6201
H2 1.0701 -0.1727 1.1780
H3 0.7633 1.6149 1.2271
H4 -1.6544 -0.3714 1.4764
H5 -1.5716 1.3749 0.6792
H6 -0.9937 0.0148 -1.3130
H7 -1.5175 -1.3429 -0.5334
H8 0.0807 -0.8463 -0.5642
H9 2.1374 0.0353 -1.8410
H10 1.6985 -0.9466 -2.7576
O1 1.3334 -0.3999 -2.0668

Properties
Energy relative to the best compared isomer or geometry (same formula, charge and spin)   25.15 kcal/mol
Net charge   +1
DFT total energy   -211.91834 Eh
Highest occupied orbital energy   -16.477 eV

These are the Löwdin partial charges, in e, on atoms 1 to 8: -0.11 -0.22 0.14 0.13 0.11 0.07 0.14 0.19

***

The highest net charge belongs to which entry? C2H10NO

***

The highest net charge belongs to which entry? C2H10NO

***

The highest net charge belongs to which entry? C2H10NO